Entry 1:
The following is a DFT calculation (ωB97M-V with the def2-TZVPD basis set) of 4 unconnected molecules or ions with the total composition C27H36N5O11P.

SMILES = CCOP(=O)(CCOC(=O)N(N)CC)OCC.O=[N+]([O-])c1ccccc1.O=[N+]([O-])c1ccccc1.O=[N+]([O-])c1ccccc1
2S+1 = 1
ΔE to the lowest compared entry with this formula, charge and spin = 0.0 kJ/mol

The geometry in XYZ format:
```
80
Properties=species:S:1:pos:R:3:mulliken_charge:R:1
C -1.8619 -3.6752 -0.1459 -0.94
C -2.8162 -3.1105 -1.2039 -0.42
O -2.5439 -1.7128 -1.3673 0.22
P -3.2367 -0.9907 -2.6136 0.52
O -4.6906 -0.8147 -2.4878 -0.84
C -2.3411 0.5544 -2.7536 -0.21
C -2.8674 1.6129 -1.8044 -0.89
O -1.8723 2.5990 -1.4522 -0.35
C -1.1895 3.1369 -2.4996 0.18
O -1.6783 3.9800 -3.2234 -0.59
N 0.1048 2.5965 -2.6341 0.82
N 0.7186 3.0509 -3.8378 -0.79
C 0.9624 2.7285 -1.4416 -1.09
C 0.5571 1.8156 -0.2814 0.11
O -2.8658 -1.8559 -3.9022 -0.43
C -1.4702 -1.9883 -4.2295 0.59
C -1.3342 -2.8854 -5.4668 -1.38
H -1.2086 -4.4219 -0.5906 0.33
H -1.2266 -2.8765 0.2251 0.05
H -2.3956 -4.1429 0.6742 0.31
H -2.6912 -3.6549 -2.1339 0.40
H -3.8416 -3.2607 -0.8747 0.43
H -2.3633 0.8526 -3.8003 0.62
H -1.2924 0.3607 -2.5213 0.11
H -3.1711 1.1707 -0.8621 0.50
H -3.7158 2.1371 -2.2351 0.33
H 0.7831 2.2482 -4.4504 0.23
H 1.6660 3.3447 -3.6465 0.29
H 1.0200 3.7700 -1.1228 0.33
H 1.9513 2.4036 -1.7553 0.56
H 0.1697 0.8771 -0.6661 -0.28
H -0.1888 2.2851 0.3493 0.47
H 1.4353 1.5858 0.3203 -0.15
H -0.9283 -2.4080 -3.3963 -0.02
H -1.0118 -1.0247 -4.4471 0.12
H -0.6965 -3.7326 -5.2393 0.32
H -0.8784 -2.3257 -6.2775 0.32
H -2.3256 -3.2037 -5.7680 0.34
O 1.0992 -2.3306 -2.4942 -0.55
N 2.1749 -2.8768 -2.3396 0.98
O 2.6158 -3.7383 -3.0659 -0.63
C 2.9898 -2.4361 -1.2029 -0.11
C 2.4776 -1.4670 -0.3623 0.08
C 3.2439 -1.0418 0.7077 -0.41
C 4.5023 -1.5851 0.9202 -0.70
C 5.0010 -2.5575 0.0625 -0.45
C 4.2412 -2.9922 -1.0102 -0.57
H 1.4979 -1.0479 -0.5366 0.46
H 2.8589 -0.2864 1.3771 0.51
H 5.0965 -1.2484 1.7592 0.41
H 5.9834 -2.9763 0.2286 0.38
H 4.6202 -3.7444 -1.6852 0.50
O 4.0943 2.6424 0.8966 -0.59
N 4.3980 2.3296 2.0285 1.09
O 5.3895 1.6945 2.3242 -0.63
C 3.4983 2.7437 3.1154 -0.01
C 2.3469 3.4394 2.7996 -0.17
C 1.4933 3.8131 3.8233 -0.58
C 1.7990 3.4887 5.1381 -0.49
C 2.9635 2.7933 5.4341 -0.47
C 3.8240 2.4153 4.4172 -0.39
H 2.1168 3.6857 1.7741 0.52
H 0.5869 4.3556 3.5938 0.43
H 1.1271 3.7779 5.9349 0.41
H 3.2011 2.5432 6.4582 0.39
H 4.7307 1.8728 4.6372 0.47
O 0.1309 0.0348 3.3674 -0.62
N -0.6234 -0.8559 3.0320 1.17
O -0.2644 -1.9302 2.5999 -0.63
C -2.0667 -0.6056 3.1490 -0.08
C -2.4930 0.6293 3.6003 -0.33
C -3.8530 0.8729 3.6911 -0.51
C -4.7625 -0.1137 3.3347 -0.48
C -4.3136 -1.3498 2.8909 -0.51
C -2.9553 -1.6023 2.7954 -0.22
H -1.7785 1.3901 3.8735 0.56
H -4.2036 1.8351 4.0366 0.40
H -5.8240 0.0824 3.4004 0.41
H -5.0224 -2.1169 2.6130 0.39
H -2.6070 -2.5617 2.4455 0.42
```



Entry 2:
The following is a DFT calculation (ωB97M-V with the def2-TZVPD basis set) of 5 unconnected molecules or ions with the total composition C27H37BBrF15N2O15PS.

Charge = +1
2S+1 = 1

The geometry in XYZ format:
```
100
Properties=species:S:1:pos:R:3:mulliken_charge:R:1
C -2.8359 -2.3276 -1.5416 -0.69
C -2.9340 -1.1239 -2.6358 -0.22
C -4.4323 -0.7219 -3.0423 -0.49
Br -4.3762 -0.3610 -5.0324 -0.10
C -5.0953 0.4645 -2.2045 1.03
O -6.1567 0.1564 -1.2496 -0.11
B -5.7176 -0.7837 -0.2465 0.36
O -6.1392 -2.1630 -0.4248 -0.51
O -4.9525 -0.4906 0.9359 -0.63
S -3.9872 1.6789 -1.2840 0.09
C -3.8136 2.7483 -2.8104 -0.23
N -2.6167 3.5995 -2.9245 0.56
C -2.7116 4.8440 -2.1443 0.56
O -2.1449 5.1020 -1.0781 -0.37
F -3.5850 5.8493 -2.6764 -0.21
C -1.3595 2.8643 -2.7022 0.56
O -0.8855 2.4980 -1.6200 -0.39
F -0.6363 2.4920 -3.8822 -0.26
N -4.8671 2.6298 -3.6565 0.83
P -5.0878 3.5493 -5.2104 0.19
O -5.3120 2.4160 -6.5044 -0.44
O -3.6358 4.3610 -5.6293 -0.46
C -5.8456 1.6400 -3.0613 -1.72
C -7.1962 1.2811 -3.8559 -0.46
C -8.4431 2.0356 -3.1356 -0.73
C -9.1225 1.1699 -1.9695 -0.02
F -10.5581 1.4337 -1.9392 -0.34
H -3.8403 -2.8168 -1.3072 0.30
H -2.1729 -3.1661 -1.9872 0.33
H -2.2649 -1.9609 -0.6110 -0.11
H -2.4518 -1.5639 -3.5928 0.45
H -2.2547 -0.2614 -2.3237 -0.09
H -5.0664 -1.6880 -2.9570 0.66
H -5.8744 -2.6456 0.3908 0.34
H -4.0689 -0.9436 0.9073 0.34
H -5.2649 2.9129 -7.3667 0.34
H -2.9810 3.6647 -5.8917 0.35
H -6.2623 2.2750 -2.1804 0.62
H -7.2048 1.6269 -4.9454 0.43
H -7.3724 0.1404 -3.7544 0.22
H -9.2428 2.1592 -3.9632 0.43
H -8.1652 3.1014 -2.8048 0.30
H -8.8984 0.0543 -2.0862 0.15
H -8.7325 1.4913 -0.9397 0.16
C 2.1066 2.1608 -2.1373 -0.52
C 2.3585 2.1914 -0.6421 -0.25
O 3.7618 2.0802 -0.3596 -0.32
C 4.4824 3.2150 -0.4926 0.35
O 4.0192 4.2754 -0.8278 -0.51
C 5.9410 2.9668 -0.1200 0.90
F 6.4360 1.8422 -0.6782 -0.25
F 6.1088 2.8307 1.2180 -0.26
F 6.7611 3.9692 -0.5052 -0.24
H 2.5502 1.2668 -2.5838 0.34
H 1.0345 2.1676 -2.3461 -0.26
H 2.5604 3.0231 -2.6325 0.37
H 1.8744 1.3317 -0.1724 0.30
H 1.9409 3.0898 -0.1798 0.33
C 6.1516 6.0497 2.1533 -0.90
C 7.6180 6.4293 2.0799 -0.24
O 7.7714 7.8544 1.9859 -0.33
C 7.6647 8.5383 3.1459 0.37
O 7.4518 8.0273 4.2158 -0.50
C 7.8924 10.0283 2.9085 0.87
F 7.2084 10.4922 1.8403 -0.24
F 9.1938 10.3077 2.6799 -0.25
F 7.5171 10.7854 3.9571 -0.24
H 5.6022 6.4711 1.3073 0.29
H 6.0343 4.9653 2.1467 0.15
H 5.6868 6.4413 3.0615 0.40
H 8.0601 6.0051 1.1754 0.31
H 8.1808 6.0347 2.9297 0.32
C 2.3004 -5.5878 2.2140 -0.80
C 1.3647 -4.4617 2.6090 -0.22
O 1.4159 -3.3927 1.6470 -0.29
C 0.6984 -3.5758 0.5205 0.25
O 0.0401 -4.5582 0.2864 -0.53
C 0.8077 -2.3523 -0.3844 0.99
F 2.0763 -1.9142 -0.5143 -0.24
F 0.0909 -1.3056 0.0903 -0.27
F 0.3584 -2.5860 -1.6343 -0.25
H 3.3155 -5.2108 2.0673 0.27
H 2.3169 -6.3610 2.9830 0.15
H 1.9910 -6.0461 1.2710 0.35
H 1.6846 -4.0396 3.5645 0.32
H 0.3386 -4.8154 2.7396 0.31
C 2.4076 -11.3735 6.4609 -1.10
C 2.4219 -10.8765 5.0281 -0.22
O 2.6089 -9.4521 4.9842 -0.29
C 3.8790 -9.0175 5.1349 0.35
O 4.8269 -9.7408 5.3009 -0.50
C 3.9380 -7.4969 5.0229 0.90
F 2.9757 -6.8843 5.7469 -0.27
F 3.7779 -7.0769 3.7453 -0.29
F 5.1084 -6.9863 5.4471 -0.25
H 1.6554 -10.8381 7.0458 0.30
H 2.1885 -12.4426 6.4949 0.37
H 3.3709 -11.2034 6.9477 0.32
H 1.4558 -11.0809 4.5609 0.31
H 3.1833 -11.3850 4.4311 0.32
```



Entry 3:
The following is a DFT calculation (ωB97M-V with the def2-TZVPD basis set) of a molecular structure, C27H37BN7OPS3Ti.

Charge = +2
2S+1 = 1
ΔE to the lowest compared entry with this formula, charge and spin = 78.0 kJ/mol

The geometry in XYZ format:
```
78
Properties=species:S:1:pos:R:3:mulliken_charge:R:1
Ti -0.9792 0.0277 0.5796 -0.93
B -2.6243 0.2937 3.2897 0.43
N -3.4032 0.2265 1.9277 0.15
C -4.7179 0.0854 1.7866 -0.14
C -5.0546 0.2159 0.4370 -1.15
C -3.8555 0.4463 -0.2061 -0.69
N -2.8644 0.4693 0.7103 0.87
N -1.2984 -0.5566 3.2628 -0.23
C -0.8789 -1.3226 4.2703 -0.20
C 0.4218 -1.7503 4.0126 -1.42
C 0.7370 -1.1944 2.7864 -0.39
N -0.3026 -0.4581 2.3508 1.22
H -3.3276 -0.1849 4.1230 -0.13
H -2.3274 1.4371 3.4963 -0.18
H -5.3528 -0.0743 2.6428 0.51
H -6.0364 0.1704 -0.0010 0.47
H -3.6493 0.5987 -1.2529 0.53
H -1.5096 -1.5072 5.1242 0.50
H 1.0393 -2.3703 4.6391 0.47
H 1.6348 -1.2877 2.1997 0.49
C 3.5411 2.4251 2.0430 -0.83
C 3.2220 1.4633 0.9200 -0.53
N 1.7735 1.2552 0.8757 0.99
C 0.8646 2.2023 1.2436 -0.02
N -0.4298 1.8958 1.0691 1.05
C -1.3595 3.0341 1.1981 -0.90
C -1.0209 3.8408 2.4381 -0.66
C 0.3885 4.3743 2.2969 -0.77
N 1.2932 3.3534 1.7611 0.20
C 2.7220 3.6817 1.8255 -0.68
H 4.6028 2.6633 2.0467 0.42
H 3.2805 1.9771 3.0042 0.32
H 3.7051 0.5000 1.0771 0.38
H 3.5719 1.8640 -0.0351 0.30
H 1.4694 0.6631 0.1173 -1.09
H -2.3764 2.6675 1.2562 0.33
H -1.2800 3.6620 0.3032 0.34
H -1.1011 3.1980 3.3149 0.15
H -1.7150 4.6709 2.5565 0.45
H 0.7750 4.6911 3.2659 0.50
H 0.4093 5.2408 1.6309 0.34
H 2.8616 4.3765 2.6510 0.39
H 3.0232 4.1923 0.9067 0.29
C -1.2417 -4.3214 1.4732 -0.96
S -2.5499 -3.0831 1.5424 0.29
C -3.6159 -3.7816 0.2695 -0.99
O -1.9946 -1.8394 0.8634 -0.07
H -1.6663 -5.2757 1.7853 0.53
H -0.4520 -4.0260 2.1623 0.27
H -0.8500 -4.3836 0.4602 0.27
H -4.0668 -4.7038 0.6343 0.45
H -3.0169 -3.9637 -0.6209 0.30
H -4.3898 -3.0444 0.0650 0.32
S -0.5705 1.0539 -1.7000 -0.53
P 0.5217 -0.5868 -2.1879 1.40
S 0.2874 -1.8500 -0.6375 -0.62
C 2.3079 -0.2759 -2.4046 0.95
C 2.7371 0.4394 -3.5236 -0.75
C 4.0904 0.5320 -3.7998 -0.67
C 5.0166 -0.0897 -2.9727 -0.54
C 4.5945 -0.7802 -1.8476 -0.73
C 3.2401 -0.8791 -1.5620 -0.44
C 0.0183 -1.2406 -3.7914 0.84
C 0.2931 -2.5693 -4.1029 -0.54
C 0.0360 -3.0283 -5.3841 -0.76
C -0.4778 -2.1646 -6.3427 -0.45
C -0.7483 -0.8407 -6.0254 -0.79
C -0.5051 -0.3712 -4.7443 -0.26
H 2.0143 0.9195 -4.1713 0.46
H 4.4220 1.0779 -4.6731 0.43
H 6.0698 -0.0478 -3.2172 0.43
H 5.3162 -1.2596 -1.1989 0.47
H 2.9096 -1.4424 -0.7009 0.51
H 0.7072 -3.2302 -3.3503 0.41
H 0.2407 -4.0595 -5.6387 0.42
H -0.6723 -2.5260 -7.3435 0.42
H -1.1503 -0.1725 -6.7753 0.43
H -0.7271 0.6571 -4.4845 0.37
```



| no. | HOMO-LUMO gap (eV) | HOMO (eV) | lowest unoccupied orbital energy (eV) |
| --- | --- | --- | --- |
| 1 | 8.359 | -9.1 | -0.74 |
| 2 | 6.637 | -12.3 | -5.69 |
| 3 | 7.383 | -14.0 | -6.63 |